Entry from OMol25: a molecular structure, C18H35N2STl (ωB97M-V with the def2-TZVPD basis set).

Each line ends with the Löwdin charge.
Geometry (Å):
C1 0.6625 2.1124 -1.3590  -0.296
H1 1.0998 2.3616 -0.4053  0.065
H2 1.4256 1.9623 -2.1199  0.070
H3 1.3258 0.0506 0.1036  0.129
C2 -0.5114 2.9726 -1.7684  -0.332
H4 -1.2174 2.4280 -2.4180  0.086
H5 -1.0710 3.2654 -0.8729  0.119
C3 0.0268 4.2029 -2.4922  -0.076
H6 -0.7913 4.8437 -2.8240  0.091
H7 0.6750 4.7944 -1.8348  0.093
H8 0.6172 3.9212 -3.3723  0.084
C4 -0.8294 -2.0352 -1.9855  -0.257
C5 -1.2538 -0.9892 -2.8875  -0.293
C6 -0.0428 -0.3932 -3.4677  -0.322
C7 1.1071 -1.0642 -2.8620  -0.290
C8 0.6091 -2.0787 -1.9786  -0.261
C9 1.4510 -3.0364 -1.1944  -0.016
C10 2.5299 -0.7284 -3.1627  -0.015
C11 0.0125 0.7250 -4.4541  -0.021
C12 -2.6555 -0.6055 -3.2201  -0.021
C13 -1.7522 -2.9231 -1.2189  -0.011
Tl1 -0.1671 0.2973 -1.3043  0.894
H9 3.2074 -1.0095 -2.3445  0.087
H10 2.8093 -1.3126 -4.0541  0.114
H11 2.6948 0.3350 -3.3944  0.085
H12 2.4770 -2.6653 -1.0471  0.086
H13 1.0329 -3.2795 -0.2032  0.080
H14 1.5152 -3.9768 -1.7703  0.114
H15 -2.7219 -2.4470 -1.0103  0.091
H16 -1.9436 -3.8200 -1.8326  0.117
H17 -1.3247 -3.2570 -0.2602  0.080
H18 -2.7287 0.3993 -3.6599  0.088
H19 -3.0337 -1.3289 -3.9600  0.115
H20 -3.3167 -0.6433 -2.3411  0.092
H21 0.8576 1.4110 -4.2809  0.083
H22 0.1541 0.2609 -5.4425  0.114
H23 -0.9131 1.3172 -4.4823  0.087
C14 -1.0078 -2.0717 5.3228  -0.060
C15 0.2002 -1.6171 4.5510  -0.214
N1 -0.2084 -1.2062 3.2226  0.030
C16 0.0193 -0.0012 2.6955  -0.635
S1 -0.0664 -0.0539 1.0216  0.873
N2 0.2114 1.2077 3.2159  0.049
C17 -0.1971 1.6157 4.5529  -0.208
C18 1.0119 2.0693 5.3230  -0.060
H24 -1.7500 -1.2770 5.4067  0.082
H25 -0.6909 -2.3582 6.3244  0.097
H26 -1.4734 -2.9354 4.8474  0.090
H27 0.7173 -0.7772 5.0114  0.108
H28 0.9254 -2.4319 4.4475  0.144
H29 -0.5185 -1.9780 2.5987  0.161
H30 0.5184 1.9781 2.5991  0.169
H31 -0.9222 2.4310 4.4510  0.143
H32 -0.7139 0.7757 5.0130  0.108
H33 1.4772 2.9333 4.8476  0.090
H34 0.6969 2.3553 6.3255  0.097
H35 1.7542 1.2744 5.4051  0.082

As for the calculated total energy: -37721.74701 eV. The HOMO-LUMO gap comes out at 5.736 eV. The energy above the lowest of the compared OMol25 structures with the same formula, charge and spin comes out at 58.5 kcal per mole. Its total charge is +2. The lowest unoccupied orbital energy is -7.99 eV.